2 unconnected molecules or ions with the total composition C3H11N2O at a distorted geometry, computed with wB97M-V/def2-TZVPD.

The total energy is -305.19390 a.u. The value obtained for the molecular weight is 91.13 g/mol. As for the spin multiplicity: 1. The maximum force is 8.7 eV/A. The HOMO energy comes out at -13.537 eV. Its total charge is +1.

Atoms and positions in Å:
N 0.986 1.911 -1.084
C 0.243 2.180 0.113
O 0.053 3.606 0.272
H 1.958 2.143 -0.924
H 0.968 0.878 -1.187
H -0.726 1.725 0.064
H 0.762 1.804 1.043
H 0.054 3.960 -0.633
C -1.288 -2.510 0.622
C 0.616 -1.087 -0.380
N 0.099 -2.163 0.628
H -1.984 -1.734 1.068
H -1.470 -3.475 1.097
H -1.630 -2.613 -0.421
H -0.370 -0.746 -0.782
H 1.220 -1.708 -1.039
H 0.510 -2.172 1.545

Cartesian forces, eV/Å:
0.19 -1.58 0.15
0.37 1.78 1.76
0.55 -1.40 -0.47
0.24 0.26 -0.13
0.09 0.77 -0.62
-0.67 -0.53 -0.21
-0.53 0.65 -0.68
-0.17 0.05 0.29
-1.99 1.24 -0.86
-5.53 -6.18 2.55
1.48 4.64 -2.53
0.87 -0.72 0.01
0.36 0.12 0.33
0.27 -0.04 0.41
1.23 0.46 -0.30
2.05 1.33 0.06
1.19 -0.85 0.26

=====

2 unconnected molecules or ions with the total composition C3H11N2O at a distorted geometry, computed with wB97M-V/def2-TZVPD.

The total energy is -305.34158 a.u. The value obtained for the molecular weight is 91.13 g/mol. As for the spin multiplicity: 1. The maximum force is 3.2 eV/A. The HOMO energy comes out at -14.806 eV. Its total charge is +1.

Atoms and positions in Å:
C -1.213 -1.398 -1.360
C -1.523 -0.168 -0.474
N -0.489 -0.161 0.566
C 0.148 0.934 0.937
N 0.393 1.300 2.254
H -0.095 -1.524 -1.714
H -1.867 -1.478 -2.301
H -1.443 -2.198 -0.684
H -2.603 -0.012 0.067
H -1.324 0.768 -1.043
H -0.067 -0.973 0.926
H 0.735 1.582 0.271
H -0.356 1.520 2.915
H 1.322 1.680 2.300
H 3.431 0.423 -0.642
H 2.402 -0.442 -1.385
O 2.549 0.148 -0.633

Cartesian forces, eV/Å:
-0.11 0.07 -1.41
0.04 1.12 -0.68
-0.94 2.17 0.35
1.42 1.26 2.22
-0.33 -1.43 -2.89
-2.20 0.74 0.91
0.87 0.17 1.59
-0.05 -1.13 -0.16
2.61 -0.97 -1.57
-0.44 -0.36 0.24
-0.40 -1.51 1.24
-0.88 -0.29 -0.71
0.62 -0.89 -0.03
-0.19 1.01 0.84
2.21 0.50 -0.24
0.36 0.26 0.20
-2.58 -0.74 0.09